<i>
The following is a DFT calculation (ωB97M-V/def2-TZVPD) of 2 unconnected molecules or ions with the total composition C4H9N.

```
! RIJCOSX wB97M-V def2-TZVPD def2/J DEFGRID3
* xyz 0 1
C 1.81857 0.57855 -1.46423
C 1.00626 0.09959 -2.39631
H 2.87529 0.61771 -1.66584
H 1.30852 1.09691 -0.66569
H 1.31028 -0.00712 -3.43162
H -0.05403 0.01126 -2.19512
C -0.41114 0.77955 1.49463
C -0.70212 -0.53181 1.43439
N -1.90066 -1.14085 1.67584
H -1.22932 1.46857 1.34340
H 0.63982 0.98268 1.60455
H 0.09304 -1.20008 1.12394
H -1.97760 -2.09402 1.36293
H -2.77691 -0.66093 1.77913
*
```

Highest occupied orbital energy ... -8.0 eV
Frontier orbital gap ... 9.117 eV
LUMO ... 1.1 eV



<ii>
The following is a DFT calculation (ωB97M-V/def2-TZVPD) of a molecular structure, C4H9N.

```
! RIJCOSX wB97M-V def2-TZVPD def2/J DEFGRID3
* xyz 0 1
C -1.66763 0.67135 -0.78042
C -1.46890 -0.40026 0.15333
C -0.22944 0.26656 0.54745
C 1.02146 0.07481 -0.27704
N 2.15086 -0.64105 0.36108
H -0.34677 1.14467 1.18539
H -2.20158 0.52318 -1.71584
H -1.66876 1.70343 -0.47811
H -2.24392 -0.56662 0.92958
H -1.26796 -1.39320 -0.28989
H 1.37861 1.01998 -0.68910
H 0.67175 -0.48607 -1.13603
H 2.68997 0.03465 0.89289
H 1.76337 -1.26756 1.06099
*
```

Highest occupied orbital energy ... -7.6 eV
Frontier orbital gap ... 7.996 eV
LUMO ... 0.4 eV



<iii>
The following is a DFT calculation (ωB97M-V/def2-TZVPD) of 2 unconnected molecules or ions with the total composition C4H9N.

```
! RIJCOSX wB97M-V def2-TZVPD def2/J DEFGRID3
* xyz 0 1
C 2.24334 0.65132 0.78300
C 2.11163 0.93211 -0.49877
H 1.37819 0.65368 1.43588
H 3.18471 0.42335 1.26317
H 1.18728 1.14866 -1.01341
H 2.96480 0.82360 -1.16174
C -2.33675 -0.43207 0.62709
C -0.41545 -0.83245 -0.59909
N -1.57573 -0.34451 -0.59760
H -3.30930 -0.85026 0.36146
H -2.50912 0.52499 1.12164
H -1.93344 -1.11301 1.39004
H 0.10616 -0.99735 -1.53738
H 0.05977 -1.20747 0.31283
*
```

Highest occupied orbital energy ... -9.7 eV
Frontier orbital gap ... 10.831 eV
LUMO ... 1.1 eV



<ii> is the least stable structure shown above.